[1]
{"formula": "C31H61N4O26S8", "method": "ωB97M-V/def2-TZVPD", "fmax_ev_per_a": 1.29, "total_charge": 1, "elements": ["C", "C", "C", "C", "N", "C", "C", "C", "C", "C", "C", "N", "C", "N", "N", "C", "C", "O", "C", "C", "O", "C", "S", "S", "C", "C", "C", "H", "H", "H", "H", "H", "H", "H", "H", "H", "H", "H", "H", "H", "H", "H", "H", "H", "H", "H", "H", "H", "H", "H", "H", "H", "H", "H", "H", "H", "H", "H", "H", "H", "H", "H", "H", "H", "C", "C", "O", "S", "O", "O", "O", "H", "H", "H", "H", "C", "C", "O", "S", "O", "O", "O", "H", "H", "H", "H", "C", "C", "O", "S", "O", "O", "O", "H", "H", "H", "H", "C", "C", "O", "S", "O", "O", "O", "H", "H", "H", "H", "C", "C", "O", "S", "O", "O", "O", "H", "H", "H", "H", "C", "C", "O", "S", "O", "O", "O", "H", "H", "H", "H"], "coordinates": [[6.353, -2.955, 2.735], [5.624, -2.613, 1.442], [4.741, -1.366, 1.521], [3.707, -1.446, 0.395], [3.059, -0.180, 0.001], [2.159, 0.306, 1.049], [1.180, 1.379, 0.570], [-0.126, 0.807, -0.006], [-1.335, 1.750, 0.183], [-2.510, 1.129, 0.977], [-2.613, 1.811, 2.350], [-3.985, 1.761, 2.901], [-4.888, 2.353, 2.109], [-6.009, 2.919, 2.600], [-4.642, 2.361, 0.799], [-3.872, 1.222, 0.274], [-4.681, -0.060, 0.456], [-5.987, 0.197, -0.045], [-6.803, -0.942, -0.133], [-7.632, -1.177, 1.100], [-6.825, -1.582, -1.134], [3.929, 0.734, -0.600], [4.583, 0.456, -2.070], [4.272, 2.162, 0.364], [5.565, 3.006, -0.566], [6.089, 4.169, 0.287], [7.283, 3.799, 1.185], [6.956, -2.105, 3.067], [7.007, -3.813, 2.594], [5.633, -3.186, 3.524], [6.335, -2.488, 0.619], [4.975, -3.443, 1.139], [4.259, -1.352, 2.505], [5.340, -0.453, 1.441], [2.901, -2.108, 0.724], [4.169, -1.895, -0.484], [2.703, 0.626, 1.949], [1.577, -0.571, 1.344], [0.946, 2.029, 1.420], [1.648, 2.023, -0.175], [-0.327, -0.157, 0.472], [0.012, 0.609, -1.070], [-1.709, 2.073, -0.791], [-0.997, 2.662, 0.681], [-2.300, 0.066, 1.120], [-2.357, 2.867, 2.238], [-1.933, 1.368, 3.073], [-4.039, 2.126, 3.853], [-5.972, 3.508, 3.415], [-6.904, 2.730, 2.180], [-5.439, 2.628, 0.235], [-3.751, 1.377, -0.797], [-4.729, -0.370, 1.507], [-4.198, -0.853, -0.122], [-7.919, -2.225, 1.147], [-8.541, -0.577, 1.020], [-7.109, -0.884, 2.009], [5.172, 3.328, -1.529], [6.347, 2.273, -0.762], [5.281, 4.583, 0.896], [6.374, 4.965, -0.403], [7.048, 3.893, 2.245], [7.609, 2.773, 1.010], [8.138, 4.445, 0.987], [5.600, -7.832, -1.064], [5.406, -6.478, -1.723], [5.608, -5.553, -0.642], [6.695, -6.115, 0.372], [7.967, -5.545, 0.100], [6.144, -6.054, 1.679], [6.693, -7.619, -0.150], [4.720, -8.135, -0.496], [5.887, -8.613, -1.760], [4.404, -6.322, -2.112], [6.151, -6.291, -2.497], [0.032, -3.172, -2.193], [-0.787, -4.237, -1.491], [0.201, -5.195, -1.071], [1.558, -4.455, -0.697], [1.630, -4.249, 0.708], [2.621, -5.098, -1.383], [1.217, -3.060, -1.381], [0.307, -3.493, -3.194], [-0.457, -2.203, -2.229], [-1.490, -4.731, -2.154], [-1.298, -3.850, -0.607], [-0.555, 3.799, 7.227], [-0.790, 2.311, 7.048], [-2.224, 2.181, 7.200], [-2.953, 3.467, 6.652], [-3.456, 3.240, 5.329], [-3.865, 3.941, 7.627], [-1.686, 4.397, 6.545], [-0.580, 4.102, 8.272], [0.352, 4.156, 6.751], [-0.314, 1.698, 7.806], [-0.508, 1.968, 6.053], [-6.927, 5.472, 7.011], [-7.126, 3.977, 6.855], [-8.541, 3.808, 6.966], [-9.289, 5.052, 6.296], [-9.613, 4.745, 4.947], [-10.275, 5.516, 7.198], [-8.028, 6.030, 6.277], [-6.986, 5.781, 8.055], [-6.003, 5.834, 6.570], [-6.631, 3.398, 7.628], [-6.807, 3.628, 5.869], [-2.023, -2.033, -7.454], [-1.059, -1.103, -6.747], [-0.772, -1.797, -5.510], [-0.764, -3.367, -5.767], [0.565, -3.832, -5.946], [-1.592, -3.966, -4.773], [-1.497, -3.347, -7.166], [-3.032, -1.966, -7.046], [-2.035, -1.891, -8.529], [-1.490, -0.135, -6.511], [-0.134, -0.978, -7.306], [2.320, 0.945, -11.364], [2.746, 0.347, -10.036], [1.704, 0.771, -9.135], [0.309, 0.817, -9.896], [-0.404, -0.394, -9.662], [-0.310, 2.062, -9.626], [0.889, 0.769, -11.370], [2.544, 2.010, -11.427], [2.728, 0.422, -12.224], [3.690, 0.737, -9.668], [2.772, -0.742, -10.065]], "lowdin_charge": [-0.101, -0.264, -0.188, -0.202, -0.201, -0.234, -0.199, -0.171, -0.135, -0.231, -0.092, 0.128, -0.387, 0.226, 0.174, -0.211, -0.141, -0.055, -0.491, 0.029, 0.173, -1.097, 0.701, 0.953, -0.505, -0.319, -0.101, 0.075, 0.054, 0.077, 0.121, 0.098, 0.113, 0.102, 0.097, 0.107, 0.102, 0.120, 0.109, 0.086, 0.101, 0.116, 0.115, 0.105, 0.138, 0.133, 0.136, 0.101, 0.115, 0.131, 0.165, 0.159, 0.134, 0.147, 0.097, 0.101, 0.080, 0.068, 0.057, 0.084, 0.102, 0.067, 0.070, 0.070, -0.141, -0.155, -0.203, 0.576, -0.217, -0.222, -0.186, 0.135, 0.135, 0.107, 0.136, -0.149, -0.143, -0.176, 0.589, -0.223, -0.209, -0.191, 0.103, 0.134, 0.130, 0.130, -0.119, -0.126, -0.174, 0.591, -0.259, -0.200, -0.174, 0.142, 0.142, 0.144, 0.132, -0.152, -0.175, -0.183, 0.596, -0.230, -0.199, -0.188, 0.141, 0.129, 0.130, 0.114, -0.136, -0.145, -0.197, 0.573, -0.208, -0.232, -0.174, 0.136, 0.122, 0.141, 0.113, -0.138, -0.141, -0.191, 0.587, -0.231, -0.208, -0.180, 0.137, 0.139, 0.138, 0.137]}

[2]
{"formula": "C34H33ClI3N6O11RbS", "method": "ωB97M-V/def2-TZVPD", "de_lowest_kcal_mol": 21.8, "fmax_ev_per_a": 0.70, "total_charge": -2, "elements": ["Rb", "O", "C", "O", "C", "O", "C", "C", "O", "O", "H", "H", "H", "H", "H", "I", "C", "C", "C", "I", "C", "O", "C", "C", "N", "C", "C", "C", "C", "C", "C", "N", "C", "H", "H", "H", "H", "H", "H", "H", "H", "H", "H", "H", "Cl", "C", "C", "C", "I", "C", "O", "C", "N", "C", "C", "C", "C", "H", "H", "H", "H", "C", "C", "S", "O", "O", "C", "C", "N", "C", "N", "C", "C", "N", "O", "O", "C", "H", "H", "H", "H", "H", "H", "H", "H", "H", "H", "H", "H", "H"], "coordinates": [[-0.072, -0.342, -1.436], [1.102, 3.606, -3.877], [0.545, 2.642, -3.116], [0.986, 2.358, -2.032], [-0.633, 1.982, -3.796], [-1.700, 1.910, -2.879], [-2.872, 1.331, -3.456], [-2.899, -0.210, -3.561], [-3.974, -0.664, -3.981], [-1.861, -0.809, -3.190], [1.917, 3.851, -3.411], [-0.910, 2.559, -4.683], [-0.293, 0.993, -4.125], [-3.698, 1.639, -2.814], [-3.047, 1.753, -4.452], [1.824, -4.566, -8.542], [1.821, -2.989, -7.163], [1.626, -1.689, -7.605], [1.635, -0.662, -6.681], [1.390, 1.295, -7.384], [1.821, -0.835, -5.264], [1.791, 0.105, -4.428], [2.072, -2.209, -4.896], [2.428, -2.506, -3.466], [1.524, -3.463, -2.817], [1.950, -3.664, -1.442], [0.858, -4.069, -0.501], [1.040, -5.086, 0.434], [0.085, -5.280, 1.414], [-1.027, -4.452, 1.437], [-1.134, -3.479, 0.456], [-0.228, -3.300, -0.499], [2.052, -3.237, -5.816], [1.468, -1.477, -8.653], [2.470, -1.555, -2.921], [3.437, -2.935, -3.424], [0.573, -3.106, -2.852], [2.366, -2.744, -1.003], [2.750, -4.411, -1.411], [1.937, -5.691, 0.399], [0.212, -6.056, 2.159], [-1.795, -4.553, 2.194], [-1.988, -2.810, 0.425], [2.223, -4.249, -5.465], [5.856, 2.520, 2.798], [4.597, 1.464, 2.175], [4.850, 0.128, 2.036], [3.877, -0.745, 1.550], [4.323, -2.777, 1.421], [2.576, -0.341, 1.157], [1.689, -1.104, 0.714], [2.336, 1.112, 1.332], [1.104, 1.555, 0.994], [0.822, 2.829, 1.109], [1.740, 3.778, 1.589], [2.988, 3.357, 1.950], [3.333, 1.992, 1.829], [5.823, -0.256, 2.314], [-0.170, 3.137, 0.788], [1.459, 4.822, 1.657], [3.726, 4.056, 2.320], [0.189, 2.744, 6.601], [-0.582, 2.503, 5.309], [-2.280, 2.995, 5.500], [-2.870, 2.212, 6.562], [-2.320, 4.434, 5.560], [-3.021, 2.491, 3.970], [-3.291, 0.988, 3.909], [-3.363, 0.541, 2.526], [-2.299, 0.026, 1.863], [-2.581, -0.217, 0.597], [-3.896, 0.068, 0.425], [-4.392, 0.567, 1.600], [-5.692, 1.069, 1.881], [-6.533, 0.976, 1.011], [-5.878, 1.591, 2.978], [-0.992, -0.282, 2.504], [1.216, 2.403, 6.474], [-0.262, 2.198, 7.428], [0.202, 3.804, 6.851], [-0.575, 1.449, 5.030], [-0.188, 3.095, 4.482], [-2.330, 2.803, 3.184], [-3.944, 3.064, 3.879], [-4.198, 0.737, 4.446], [-2.471, 0.431, 4.358], [-4.401, -0.045, -0.521], [-1.112, -1.030, 3.293], [-0.532, 0.609, 2.933], [-0.303, -0.672, 1.756]], "lowdin_charge": [0.890, 0.102, -0.494, 0.043, -0.166, -0.168, -0.129, -0.726, -0.044, -0.226, 0.125, 0.127, 0.106, 0.115, 0.121, 0.728, -0.767, -0.277, -0.633, 0.821, -0.488, -0.126, -0.146, -0.186, -0.030, -0.223, -0.267, -0.035, -0.081, -0.075, -0.135, 0.096, -0.137, 0.063, 0.102, 0.125, 0.099, 0.069, 0.110, 0.104, 0.098, 0.093, 0.096, 0.095, 0.609, -0.631, -0.211, -0.642, 0.899, -0.478, -0.190, -0.129, 0.104, -0.165, -0.069, -0.047, -0.186, 0.081, 0.109, 0.096, 0.078, -0.109, -0.299, 0.637, -0.314, -0.316, -0.204, -0.140, 0.042, -0.314, 0.124, 0.002, -0.143, -0.341, 0.090, 0.048, 0.011, 0.080, 0.075, 0.078, 0.088, 0.104, 0.115, 0.108, 0.125, 0.106, 0.135, 0.099, 0.065, 0.055]}

[3]
{"formula": "C15H20F6O3P", "method": "ωB97M-V/def2-TZVPD", "fmax_ev_per_a": 0.80, "total_charge": -1, "elements": ["C", "C", "C", "P", "C", "F", "F", "F", "O", "C", "C", "C", "C", "C", "C", "C", "H", "H", "H", "H", "H", "H", "H", "H", "H", "H", "H", "H", "H", "H", "C", "C", "O", "C", "O", "C", "F", "F", "F", "H", "H", "H", "H", "H", "H"], "coordinates": [[-0.021, 0.718, 0.792], [-0.558, -0.394, -0.098], [0.258, -0.495, -1.405], [0.794, -2.101, -2.117], [1.514, -2.876, -0.571], [0.635, -3.313, 0.377], [2.282, -3.956, -0.896], [2.315, -1.961, 0.037], [-1.933, -0.114, -0.320], [-2.607, -0.994, -1.196], [-4.080, -0.929, -0.903], [-4.814, -2.087, -0.706], [-6.179, -2.026, -0.462], [-6.818, -0.798, -0.406], [-6.087, 0.366, -0.595], [-4.731, 0.301, -0.845], [0.414, 1.530, 0.207], [-0.822, 1.130, 1.399], [0.774, 0.341, 1.433], [-0.472, -1.340, 0.440], [1.210, 0.021, -1.258], [-0.247, 0.033, -2.216], [-0.393, -2.860, -2.095], [-2.259, -2.024, -1.062], [-2.430, -0.696, -2.236], [-4.314, -3.047, -0.743], [-6.729, -2.946, -0.314], [-7.880, -0.756, -0.208], [-6.582, 1.327, -0.553], [-4.164, 1.212, -0.982], [4.162, 0.145, 1.439], [5.372, 1.062, 1.579], [5.410, 2.113, 0.652], [4.680, 3.346, 1.031], [4.805, 3.742, 2.247], [3.173, 3.180, 0.646], [2.939, 2.483, -0.511], [2.627, 4.403, 0.433], [2.398, 2.595, 1.583], [3.962, -0.046, 0.385], [4.350, -0.811, 1.938], [3.269, 0.580, 1.886], [6.274, 0.470, 1.381], [5.455, 1.452, 2.599], [5.048, 4.020, 0.214]], "lowdin_charge": [-0.019, -0.423, -0.361, 1.023, -0.772, 0.054, 0.044, 0.065, -0.115, -0.183, -0.193, -0.045, -0.093, -0.102, -0.086, -0.029, 0.075, 0.088, 0.080, 0.120, 0.073, 0.082, -0.059, 0.107, 0.129, 0.109, 0.098, 0.096, 0.100, 0.119, -0.095, -0.303, -0.128, -0.549, -0.153, -0.536, 0.072, 0.094, 0.094, 0.061, 0.066, 0.051, 0.103, 0.106, 0.135]}

Orbital gap list, top to bottom, in eV: 7.2 5.0 6.1